{"formula": "C4H6N2O3S", "method": "wB97M-V/def2-TZVPD", "species": ["C", "C", "C", "C", "N", "N", "O", "O", "O", "S", "H", "H", "H", "H", "H", "H"], "xyz": [[-0.773, -1.428, -0.410], [-0.517, -0.154, -0.931], [0.199, -0.166, 1.120], [0.700, 1.837, -0.168], [-0.402, -1.349, 0.862], [0.218, 0.544, -0.042], [2.721, -1.495, -0.622], [3.215, -0.061, 1.268], [4.475, 0.190, -0.822], [3.352, -0.346, -0.099], [-1.040, -2.315, -0.821], [-0.848, 0.204, -1.881], [0.897, 0.170, 1.744], [1.058, 2.352, 0.668], [0.519, 2.288, -1.199], [-0.579, -2.130, 1.450]], "forces_ev_per_a": [[0.68, 4.85, -0.73], [-0.58, -2.67, -1.61], [-1.28, -1.04, -3.39], [-1.35, -0.26, -3.14], [1.32, 0.82, 1.37], [-1.49, 0.18, 1.56], [-0.94, -4.31, -0.62], [0.41, -0.15, 5.29], [2.06, -0.56, 0.09], [-1.88, 5.03, -4.68], [-1.32, -2.13, -1.27], [0.42, 0.27, -0.35], [2.25, 0.37, 3.66], [0.59, 0.43, 0.94], [0.55, -0.61, 1.86], [0.56, -0.23, 1.02]], "multiplicity": 3, "charge": 0, "e_above_lowest_ev": 2.398, "molar_mass_g_mol": 162.17}